Record 1
117
Properties=species:S:1:pos:R:3 method="wB97M-V/def2-TZVPD" e_tot_ha=-5892.22730 e_homo_ha=-0.2322 e_lumo_ev=1.399 charge=-1 largest_force_ev_per_a=5.93
O -15.693 -9.482 -7.239
C -14.783 -10.343 -7.176
O -13.923 -10.838 -8.146
B -13.084 -11.920 -7.596
O -13.530 -12.005 -6.190
C -14.513 -11.162 -5.906
O -15.152 -11.004 -4.856
O -11.609 -11.628 -7.744
C -10.983 -12.448 -8.575
O -9.787 -12.370 -8.919
C -12.069 -13.506 -9.019
O -13.311 -13.120 -8.444
O -11.860 -14.492 -9.800
C -18.510 -8.634 -6.431
S -20.039 -8.243 -5.440
O -19.726 -6.995 -4.620
C -21.266 -7.928 -6.770
H -18.495 -7.767 -7.092
H -18.731 -9.506 -7.048
H -17.600 -8.671 -5.833
H -20.987 -7.234 -7.563
H -22.194 -7.520 -6.367
H -21.712 -8.790 -7.266
C -10.860 -7.204 -10.125
S -9.963 -8.307 -11.294
O -8.522 -7.838 -11.269
C -10.015 -9.788 -10.201
H -11.669 -7.672 -9.565
H -11.279 -6.397 -10.727
H -10.186 -6.755 -9.395
H -10.077 -9.567 -9.136
H -9.129 -10.402 -10.368
H -10.851 -10.439 -10.456
C -13.843 -13.972 -12.619
S -15.671 -13.988 -12.475
O -16.223 -15.231 -13.152
C -15.810 -14.283 -10.682
H -13.418 -14.973 -12.553
H -13.411 -13.367 -11.823
H -13.473 -13.543 -13.551
H -16.870 -14.228 -10.434
H -15.477 -13.349 -10.231
H -15.336 -15.228 -10.416
C -17.667 -10.238 -3.168
S -18.370 -9.209 -1.813
O -18.724 -7.847 -2.436
C -19.954 -10.181 -1.748
H -16.733 -9.750 -3.446
H -18.327 -10.274 -4.035
H -17.478 -11.242 -2.787
H -20.560 -10.010 -2.637
H -20.457 -9.941 -0.811
H -19.918 -11.270 -1.721
C -6.933 -12.740 -13.415
S -7.715 -11.891 -12.000
O -7.712 -10.397 -12.367
C -9.412 -12.530 -12.471
H -5.875 -12.480 -13.430
H -7.231 -12.495 -14.435
H -7.177 -13.783 -13.212
H -9.330 -13.608 -12.608
H -9.773 -11.953 -13.322
H -10.024 -12.420 -11.575
C -10.990 -19.476 -12.436
S -9.934 -18.108 -11.800
O -8.909 -18.766 -10.838
C -11.168 -17.512 -10.594
H -11.716 -19.022 -13.110
H -11.609 -19.984 -11.696
H -10.313 -20.208 -12.877
H -12.129 -17.267 -11.046
H -10.739 -16.618 -10.141
H -11.369 -18.214 -9.784
C -13.760 -10.613 -0.231
S -14.524 -9.161 -1.064
O -14.229 -8.047 -0.123
C -13.179 -9.083 -2.351
H -14.506 -11.102 0.396
H -12.992 -10.108 0.356
H -13.305 -11.426 -0.795
H -13.387 -9.756 -3.183
H -12.246 -9.261 -1.816
H -13.233 -8.108 -2.834
C -12.550 -12.649 -3.128
S -11.765 -13.485 -1.581
O -11.068 -14.754 -2.108
C -10.376 -12.299 -1.350
H -11.897 -11.942 -3.639
H -13.481 -12.193 -2.793
H -12.896 -13.477 -3.747
H -9.730 -12.723 -0.582
H -10.684 -11.335 -0.944
H -9.842 -12.144 -2.287
C -16.596 -7.442 -9.906
O -16.006 -6.116 -10.180
C -16.830 -5.091 -10.441
O -17.948 -5.012 -10.065
O -16.179 -4.001 -11.087
C -16.767 -2.768 -11.172
H -17.375 -7.226 -9.175
H -15.877 -8.132 -9.464
H -17.033 -7.875 -10.806
H -16.670 -2.186 -10.255
H -17.825 -2.973 -11.337
H -16.438 -2.311 -12.105
C -21.060 -11.096 -10.689
O -19.696 -10.934 -10.410
C -19.241 -9.748 -9.875
O -19.899 -8.761 -9.591
O -18.030 -9.839 -9.532
C -17.060 -10.849 -9.942
H -21.741 -10.585 -10.009
H -21.371 -12.140 -10.663
H -21.315 -10.767 -11.697
H -17.521 -11.834 -9.878
H -16.080 -10.743 -9.479
H -16.973 -10.718 -11.021


Record 2
95
Properties=species:S:1:pos:R:3 method="wB97M-V/def2-TZVPD" e_tot_ha=-1844.06571 e_homo_ha="-0.3062 / -0.3061" e_lumo_ev="0.434 / -4.101" spin_multiplicity=2 largest_force_ev_per_a=2.46
I 5.501 3.283 -24.810
C 6.740 -2.401 -24.848
C 7.393 -1.399 -23.847
C 8.185 -2.330 -22.893
C 9.258 -1.584 -22.063
C 10.217 -0.712 -22.946
C 9.433 0.215 -23.876
N 8.343 -0.501 -24.561
O 7.650 0.425 -25.429
C 9.012 1.414 -23.042
C 10.420 0.724 -24.953
C 6.255 -0.657 -23.074
H 6.164 -1.875 -25.610
H 6.046 -3.173 -24.515
H 7.520 -2.970 -25.353
H 7.478 -2.680 -22.140
H 8.632 -3.174 -23.417
H 9.907 -2.333 -21.608
H 8.913 -0.930 -21.262
H 10.895 -1.375 -23.484
H 10.812 -0.212 -22.182
H 8.394 2.103 -23.618
H 8.433 1.093 -22.176
H 9.871 1.979 -22.681
H 11.406 0.983 -24.567
H 10.712 -0.070 -25.640
H 10.216 1.636 -25.514
H 6.645 -0.213 -22.159
H 5.440 -1.320 -22.781
H 5.785 0.082 -23.724
H 7.251 1.049 -24.818
C 4.636 7.812 -20.693
C 5.286 7.464 -22.006
C 6.000 8.717 -22.538
C 7.326 9.121 -21.870
C 8.311 7.918 -21.776
C 7.627 6.632 -21.119
N 6.320 6.426 -21.869
O 5.763 5.159 -21.665
C 8.548 5.491 -21.532
C 7.567 6.754 -19.571
C 4.184 7.065 -23.029
H 5.095 8.576 -20.066
H 4.464 6.997 -19.989
H 3.634 8.187 -20.897
H 6.272 8.530 -23.577
H 5.308 9.554 -22.448
H 7.145 9.533 -20.877
H 7.801 9.931 -22.423
H 9.214 8.183 -21.227
H 8.670 7.738 -22.789
H 8.519 5.380 -22.616
H 9.560 5.658 -21.163
H 8.169 4.638 -20.969
H 6.972 5.964 -19.114
H 8.505 6.560 -19.050
H 7.074 7.707 -19.378
H 3.534 7.935 -23.127
H 3.562 6.232 -22.701
H 4.656 6.664 -23.926
H 5.903 4.816 -22.550
C 8.204 7.009 -25.362
C 7.734 6.785 -26.812
C 8.736 7.502 -27.828
O 8.301 7.334 -29.160
C 8.934 8.222 -30.075
N 7.819 5.385 -27.058
H 7.837 7.944 -24.938
H 9.280 6.953 -25.200
H 7.732 6.343 -24.639
H 6.694 7.107 -26.863
H 9.711 7.019 -27.768
H 8.751 8.541 -27.499
H 8.630 9.269 -30.050
H 8.767 8.002 -31.129
H 10.018 8.305 -29.996
H 8.750 5.192 -26.717
H 7.224 4.960 -26.361
C 5.241 0.144 -27.970
C 6.132 1.214 -28.559
C 6.520 0.870 -30.082
O 7.353 1.872 -30.681
C 8.023 1.500 -31.946
N 5.502 2.517 -28.383
H 5.683 -0.848 -27.873
H 4.324 0.173 -28.559
H 5.162 0.396 -26.913
H 7.058 1.202 -27.985
H 5.682 0.726 -30.764
H 7.014 -0.102 -30.073
H 7.416 1.463 -32.851
H 8.470 0.506 -31.937
H 8.865 2.146 -32.193
H 5.639 2.623 -27.388
H 4.505 2.378 -28.468